Record 1
# C23H30IO5Pd

A molecular structure, C23H30IO5Pd at a distorted geometry (ωB97M-V/def2-TZVPD, OMol25).

The geometry in XYZ format:
```
60
Properties=species:S:1:pos:R:3:forces:R:3:mulliken_charge:R:1
C -0.875 -1.473 -1.678 -1.80 0.30 -1.92 -1.276
H 1.116 -0.714 -2.920 0.00 -0.06 0.22 0.331
H 1.176 -0.765 2.177 0.23 0.38 -0.01 0.349
H 0.611 -4.002 -0.780 -0.21 0.27 0.56 0.331
O 2.539 2.131 -3.973 -0.36 0.02 -0.25 -0.261
C 1.883 -0.562 -2.158 0.26 0.43 0.18 -1.831
H -5.882 0.112 2.550 0.57 -0.06 -0.10 0.437
O -0.453 -0.531 0.977 -0.14 0.36 -0.89 1.176
O 4.444 0.643 -2.508 -0.64 0.63 0.57 -0.664
C 3.573 1.309 -1.977 1.24 -1.48 0.20 -0.302
H 5.482 2.922 -2.531 0.01 0.00 0.22 0.317
C -3.865 1.047 2.338 -0.90 0.29 -1.14 -0.634
H 2.277 -1.863 -0.477 -0.17 0.22 -0.11 0.332
H 5.849 2.137 -0.967 -0.14 0.19 -0.15 0.302
H -4.043 -0.662 4.482 0.13 0.00 -0.15 0.491
C -1.261 -2.337 3.695 0.72 0.29 0.84 -0.507
C 2.109 0.940 -1.935 -0.19 1.24 -0.67 3.546
H -0.649 -3.206 3.454 -0.30 0.30 0.06 0.356
C -2.850 0.950 1.305 -1.43 -1.11 -1.75 -0.957
H 1.229 2.546 -5.549 0.32 0.16 0.16 0.283
C -3.380 -0.006 0.313 2.04 2.27 1.27 -0.322
H 0.807 -3.176 0.811 -0.16 0.13 -0.52 0.283
C 1.500 -1.137 -0.778 0.47 -0.22 0.33 0.277
C 5.198 2.859 -1.475 0.17 0.23 0.09 -0.809
H 1.831 2.223 -0.188 -0.10 -0.03 0.10 0.639
H -0.825 -3.506 0.196 0.78 0.29 -0.42 -0.306
H 2.953 3.070 -5.712 -0.19 -0.01 0.11 0.244
H -2.954 -0.147 -0.669 0.06 -0.22 0.24 0.538
C -4.637 -0.438 0.757 -1.96 0.56 1.43 -0.446
C 0.197 -3.190 -0.117 -0.22 -0.81 -0.04 -1.005
H -1.865 -1.841 -1.323 0.79 0.06 -0.03 0.279
H 2.811 -0.996 -2.510 0.07 -0.09 -0.22 0.308
C -1.883 -0.146 4.117 0.05 -0.44 1.00 -0.490
H -1.993 1.596 1.140 -0.16 -0.22 0.17 0.601
H -3.325 -3.174 4.060 0.14 0.11 -0.26 0.511
H -5.334 -1.101 0.234 0.52 0.33 0.22 0.467
H -1.838 0.924 4.299 0.02 -0.31 -0.09 0.466
H -0.795 -1.881 -2.748 -0.14 0.43 0.86 0.294
C 1.614 0.071 0.258 0.52 0.20 -0.42 0.678
O 3.832 2.468 -1.361 0.18 0.04 -0.13 -0.244
C -2.662 -2.324 3.992 -0.05 0.70 0.64 -0.607
C -0.770 -1.000 3.845 0.05 -0.65 1.04 -0.698
Pd -2.102 -1.013 2.050 -0.51 -0.62 -1.07 -0.502
C -3.044 -0.981 4.221 0.22 -0.42 0.96 -0.478
I -3.336 -3.302 0.988 -0.44 -0.83 -0.48 -0.436
H 0.349 1.462 -0.812 0.06 -0.05 0.04 0.282
H 5.249 3.835 -0.994 0.12 -0.09 -0.06 0.257
C 1.581 1.798 -3.089 -2.81 1.03 -0.10 -0.533
H 0.276 -0.703 3.825 -0.56 -0.08 -0.18 0.753
H 2.635 0.101 0.638 0.48 -0.07 -0.14 0.464
H -0.985 -0.366 -1.786 0.30 -0.69 0.12 0.135
C -4.940 0.226 2.004 -0.29 -0.02 -0.84 -0.352
C 1.412 1.308 -0.603 -0.16 -0.23 -0.47 -1.793
H 0.550 0.934 1.986 0.48 -0.05 0.06 0.155
O 0.418 2.210 -3.213 2.45 -1.07 0.29 -0.667
C 0.710 -0.043 1.473 -0.29 -0.73 -0.71 -1.630
C 0.233 -1.902 -0.866 0.93 -0.55 1.33 0.784
C 2.098 2.984 -5.038 -0.10 0.10 0.00 -0.753
H 1.819 3.968 -4.632 0.06 -0.34 -0.19 0.312
H -3.814 1.716 3.181 0.03 -0.05 0.17 0.526
```
Positions in Å, forces in eV/Å.

Net charge: -1
HOMO level (spin up / spin down), eV: -2.640 / -4.145
Calculated total energy, eV: -46151.7014
Largest force on an atom, eV Å⁻¹: 3.304
Spin multiplicity: 5

---

Record 2
# C23H22F4O3

2 unconnected molecules or ions with the total composition C23H22F4O3 at a distorted geometry (ωB97M-V/def2-TZVPD, OMol25).

The geometry in XYZ format:
```
52
Properties=species:S:1:pos:R:3:forces:R:3:mulliken_charge:R:1
C -1.590 3.158 -1.871 -0.20 0.35 0.00 -0.092
O -1.089 2.217 1.212 -0.18 -0.61 0.08 -0.612
H 0.292 -2.006 1.842 -0.27 0.42 0.27 0.168
H 5.184 -0.991 1.966 -0.05 -0.01 -0.01 0.410
H 3.859 -1.593 2.975 0.01 0.10 -0.09 0.319
C -2.874 -1.537 1.308 -0.22 -0.14 0.14 -0.118
H 3.424 0.770 2.201 -0.05 -0.14 -0.35 0.297
C -2.553 0.745 2.418 0.58 0.64 -0.09 -1.036
C 3.789 -0.741 -3.114 -0.62 0.13 0.11 -0.824
H -4.374 -0.360 2.328 0.19 0.01 -0.07 0.399
H 1.354 1.641 -2.800 0.39 -0.22 -0.02 0.863
H -3.062 1.699 2.591 0.20 -0.11 0.05 0.455
H -0.456 -1.165 -0.873 -0.15 0.25 -0.70 0.433
C 1.189 -0.368 -1.979 1.67 -0.36 -0.44 1.019
C 1.847 0.683 -2.671 -0.02 -0.03 0.42 -0.650
C -2.954 2.870 -1.936 0.65 -0.10 -0.18 -0.815
H -3.883 0.294 0.781 0.07 0.04 0.19 0.165
C 1.820 -1.648 -1.981 -0.13 0.44 0.34 -0.803
H 3.534 0.201 0.496 -0.14 0.07 0.38 0.211
H 3.986 -2.108 1.288 0.04 0.10 0.07 0.286
C 3.290 -0.090 1.529 0.11 -0.13 0.00 -0.063
F 3.800 1.571 -3.695 -0.75 -1.23 0.45 -0.330
H 1.298 -2.492 -1.531 0.32 0.14 -0.10 0.470
F 3.646 -3.053 -2.572 -0.54 1.28 0.10 -0.339
H -2.443 -1.464 0.300 0.12 -0.10 0.23 -0.222
H -2.159 -1.833 3.345 -0.31 -0.19 -0.29 0.392
H -0.158 -0.962 3.219 0.19 -0.40 -0.34 0.334
H 0.395 2.481 -1.414 -0.36 0.08 0.01 0.750
O 1.432 1.449 0.605 -0.06 -0.73 0.63 -0.664
H -1.654 -3.070 2.201 -0.01 0.28 0.09 0.483
C -3.317 1.531 -1.811 -0.30 -0.30 0.31 0.286
H -2.255 0.335 3.395 -0.15 0.05 -0.20 0.404
C -1.002 0.822 -1.550 -1.31 1.14 -0.25 0.710
C 4.125 -1.260 1.968 0.17 -0.38 0.06 -1.297
O 1.915 -0.519 1.603 0.78 0.61 -0.20 -0.275
C -3.497 -0.188 1.688 -0.48 -0.37 -0.19 -0.556
F -4.663 1.228 -1.768 1.29 0.20 -0.27 -0.371
C 1.049 0.418 1.142 -0.29 0.43 -0.62 -0.334
C -1.273 1.071 1.618 -0.86 0.40 -0.26 0.311
C -0.342 -0.030 1.392 1.24 1.16 -0.78 1.878
C -0.455 -1.275 2.194 0.05 -0.79 0.35 -0.882
H -2.709 -0.534 -1.605 -0.05 0.39 -0.01 0.509
C -0.628 2.189 -1.635 0.10 -0.41 0.21 -0.371
F -1.183 4.463 -2.010 -0.45 -1.23 0.20 -0.347
C 3.074 -1.797 -2.546 0.31 -0.68 -0.16 0.509
H -3.667 -2.300 1.243 0.21 0.23 -0.02 0.492
C -2.389 0.508 -1.663 0.17 0.21 0.24 -0.523
C -0.075 -0.245 -1.331 -0.98 -0.69 0.83 -1.074
H -3.683 3.651 -2.099 -0.03 -0.04 0.09 0.514
C -1.815 -1.988 2.315 -0.07 -0.24 -0.10 -1.270
H 4.768 -0.871 -3.558 -0.06 -0.04 0.12 0.501
C 3.135 0.491 -3.151 0.22 0.50 -0.23 0.297
```
Positions in Å, forces in eV/Å.

HOMO level, eV: -7.674
Calculated total energy, eV: -41217.5910
Largest force on an atom, eV Å⁻¹: 1.868

---

Record 3
# C5H52BrFO26S

23 unconnected molecules or ions with the total composition C5H52BrFO26S at a distorted geometry (ωB97M-V/def2-TZVPD, OMol25).

The geometry in XYZ format:
```
86
Properties=species:S:1:pos:R:3:forces:R:3:mulliken_charge:R:1
H 0.642 1.133 0.918 -0.11 0.08 0.16 0.269
O -0.018 -0.261 -1.041 -0.98 0.15 0.84 -0.103
H 2.608 -5.192 -2.095 -0.14 -0.08 -0.03 0.318
H -4.185 1.097 -4.642 -0.05 0.02 0.08 0.288
H -1.168 2.338 -5.360 -0.01 0.04 0.06 0.267
O -6.985 0.353 0.638 -0.28 0.01 0.14 -0.552
O -2.239 0.142 -1.991 -0.50 1.36 -0.77 -0.304
H -3.629 1.541 -3.296 -0.09 -0.05 0.03 0.341
O -0.801 -7.508 0.582 -0.01 -0.07 -0.14 -0.621
O 0.909 -4.873 -0.768 -0.01 0.11 -0.01 -0.478
O -1.812 -3.544 0.561 0.18 -0.13 -0.22 -0.483
H -4.740 1.544 0.924 -0.37 -0.17 0.27 0.520
C 0.845 -1.375 0.986 -0.73 -2.56 -3.22 0.480
H -1.578 -4.065 3.752 0.03 0.06 0.10 0.320
O -2.060 -0.398 0.473 0.36 -0.07 -0.80 0.038
H -0.624 -8.454 0.643 -0.02 0.06 0.02 0.295
O 4.362 2.896 -3.099 -0.09 0.13 0.00 -0.627
H 1.438 -7.213 2.294 -0.02 0.11 -0.04 0.293
O 0.485 2.080 0.844 0.37 0.13 -0.20 -0.646
O 1.884 -6.716 1.600 0.24 -0.11 -0.13 -0.634
O 1.198 -4.696 3.398 0.00 0.37 0.39 -0.787
H 5.300 2.692 1.205 0.03 0.15 -0.43 0.386
H 2.623 -4.394 4.865 0.00 0.22 0.23 0.380
C -3.911 1.247 0.312 1.13 -0.52 -1.03 -0.428
H -3.557 5.901 -6.268 -0.11 0.04 0.05 0.305
H -1.019 3.853 -5.305 0.00 0.00 0.13 0.247
O 3.516 -4.158 5.152 -0.02 -0.02 -0.12 -0.641
H -1.610 4.468 -2.598 -0.01 -0.06 -0.12 0.279
H 4.324 5.321 1.801 0.07 -0.13 0.06 0.332
H -3.655 -0.316 1.687 0.31 -0.51 0.52 0.566
O -1.718 3.699 -2.029 0.10 0.07 0.16 -0.549
H 5.870 1.498 2.705 -0.19 -0.04 0.01 0.307
O 4.654 2.920 0.519 -1.25 0.11 -1.14 -0.682
O -1.836 -3.160 3.538 0.02 -0.03 0.00 -0.590
O -1.128 3.077 -4.744 0.08 -0.13 -0.29 -0.536
H 3.681 2.528 -2.516 0.06 -0.12 0.03 0.388
H -2.162 2.105 -0.499 0.58 0.08 -0.39 -0.229
H -7.728 0.297 0.026 0.09 0.05 -0.01 0.273
H 3.644 -3.261 4.824 0.00 -0.06 0.08 0.307
S -1.625 -0.745 -1.074 0.60 -1.60 -0.05 0.266
O -3.744 6.621 -5.657 0.22 -0.05 -0.07 -0.628
H 0.882 -4.470 0.108 -0.09 -0.12 0.00 0.170
O -1.902 0.636 3.399 0.14 -0.12 0.03 -0.610
H 0.510 -2.279 -0.921 -0.31 -0.17 -0.10 0.343
O -1.123 6.707 -3.517 0.07 0.00 0.00 -0.589
H 7.131 2.265 2.314 0.01 0.23 -0.10 0.276
H -0.564 7.363 -3.949 -0.05 -0.06 -0.02 0.296
O 1.004 -0.529 1.728 0.55 3.66 3.23 -0.405
H 2.521 1.799 -0.439 0.11 0.13 -0.02 0.409
H -1.756 2.966 -2.654 0.06 0.18 -0.15 0.290
O 3.574 0.755 2.851 0.10 0.26 -0.10 -0.627
H 3.766 -4.781 -3.000 -0.03 -0.10 -0.04 0.301
H 2.664 0.481 2.704 -0.06 -0.16 0.09 0.281
H -1.118 1.198 3.380 -0.08 0.03 -0.06 0.299
H -1.565 -0.242 3.612 -0.10 0.06 0.08 0.297
H 3.590 1.640 2.464 0.00 0.04 -0.11 0.369
H 2.097 -4.978 3.184 -0.20 -0.31 -0.40 0.364
O -4.354 1.702 -3.912 0.11 -0.04 -0.06 -0.645
H -4.200 1.218 -0.727 -0.61 0.31 -0.28 0.243
H -0.925 6.810 -2.579 -0.10 0.00 -0.03 0.289
Br -4.549 -1.548 -0.252 0.24 -0.07 -0.01 -0.033
H -2.344 -3.945 1.259 0.10 0.09 0.07 0.252
H 1.784 -1.105 -0.845 0.40 0.15 -0.12 0.314
H 1.203 -6.608 0.922 -0.03 -0.12 0.02 0.377
H -0.966 -7.359 -0.357 0.00 0.01 0.07 0.314
H 4.877 2.333 -0.214 -0.10 0.24 -0.09 0.261
O 6.170 2.292 2.242 1.32 -0.83 1.78 -0.567
H -3.013 3.210 0.517 -0.29 0.40 -0.14 0.503
O 4.680 5.239 2.693 -0.04 -0.01 -0.01 -0.648
H -2.175 -2.654 0.475 -0.15 -0.27 0.10 0.382
H -0.997 -2.716 3.379 -0.02 -0.09 -0.01 0.244
H -3.025 6.584 -5.015 -0.06 0.03 0.12 0.320
F 0.772 -2.633 1.436 0.12 -0.85 0.00 -0.016
O 3.037 -5.407 -2.934 0.07 0.18 0.10 -0.634
H 1.005 -4.017 2.743 0.07 -0.16 0.12 0.400
C -2.714 2.182 0.407 -0.59 0.14 0.56 -0.571
O 2.581 1.411 -1.326 -0.15 -0.02 0.09 -0.686
H -7.306 -0.073 1.441 0.03 0.04 -0.04 0.290
H -2.084 1.961 1.246 0.30 -0.18 0.36 0.106
H 0.273 2.199 -0.090 -0.33 0.25 0.17 0.284
H 4.939 4.313 2.758 0.03 0.12 -0.04 0.346
H 4.166 3.838 -3.137 0.09 -0.07 0.01 0.307
H 0.000 -4.806 -1.085 0.02 0.03 0.09 0.258
C -3.460 -0.180 0.643 -0.82 0.99 0.81 -0.847
H 1.693 1.517 -1.691 0.07 -0.06 -0.06 0.269
C 0.770 -1.305 -0.525 0.72 -0.57 -0.05 -0.524
```
Positions in Å, forces in eV/Å.

HOMO level, eV: -10.560
Calculated total energy, eV: -142858.4157
Largest force on an atom, eV Å⁻¹: 4.913

---

Record 4
# C5H16N3

2 unconnected molecules or ions with the total composition C5H16N3 at a distorted geometry (ωB97M-V/def2-TZVPD, OMol25).

The geometry in XYZ format:
```
24
Properties=species:S:1:pos:R:3:forces:R:3:mulliken_charge:R:1
H 1.289 2.004 1.995 -0.37 0.15 -0.69 0.185
H 1.273 3.235 3.118 -0.16 -0.39 0.88 0.339
H 2.188 0.782 -2.901 -0.04 0.28 -0.03 0.362
N 0.204 -0.942 -1.550 -0.56 0.29 -0.45 -0.199
H -2.168 -1.002 0.555 -0.20 -0.71 -0.08 0.258
C 0.428 0.510 -1.763 -1.52 -0.48 -0.08 -0.129
N -1.798 -0.679 -0.326 -0.66 -1.51 1.25 -0.420
H 0.883 0.959 4.249 0.03 0.04 -0.08 0.280
H -0.010 -3.323 -0.360 0.67 0.78 -0.59 0.237
N -0.795 -2.735 -0.594 -1.53 -1.25 0.39 -0.422
C 0.101 1.353 3.599 -0.24 0.22 0.36 -0.700
H 0.461 -1.564 -2.305 0.54 -0.05 0.13 0.312
C 0.605 2.469 2.706 1.05 0.64 -0.17 -0.801
C -0.840 -1.426 -0.863 2.14 0.51 0.51 0.640
H -1.633 -3.199 -0.279 -0.31 0.30 -0.05 0.234
H -0.151 3.119 2.261 -0.26 -0.65 -0.42 0.273
C 1.844 0.967 -1.882 1.87 0.21 0.00 -1.323
H 2.010 2.018 -1.635 -0.73 0.18 -0.46 0.347
H -1.886 0.293 -0.271 0.43 1.68 -1.12 0.258
H -0.245 0.526 2.975 -0.09 -0.03 0.09 0.132
H -0.725 1.661 4.241 0.02 -0.01 -0.02 0.290
H -0.072 0.769 -2.700 -0.03 0.05 0.01 0.320
H 2.661 0.563 -1.274 -0.76 -0.80 0.39 0.370
H -0.203 0.958 -0.999 0.71 0.54 0.24 0.158
```
Positions in Å, forces in eV/Å.

Net charge: +1
HOMO level, eV: -14.145
Calculated total energy, eV: -9908.5384
Largest force on an atom, eV Å⁻¹: 2.259

---

Record 5
# C14H14N2O2

A single C14H14N2O2 molecule at a distorted geometry (ωB97M-V/def2-TZVPD, OMol25).

The geometry in XYZ format:
```
32
Properties=species:S:1:pos:R:3:forces:R:3:mulliken_charge:R:1
N 1.443 1.537 -3.033 0.16 -0.09 0.13 -0.760
H 3.472 2.189 -0.556 0.00 -0.06 0.07 0.384
H 0.928 3.060 -0.231 -0.11 -0.06 0.00 0.296
C 0.562 -0.130 0.831 0.06 -0.01 0.14 0.607
C 2.111 -0.880 -0.743 -0.23 0.07 0.21 -0.121
H -1.974 -3.978 -0.351 -0.11 0.06 -0.26 0.389
H -2.847 -3.405 1.040 -0.20 0.02 -0.09 0.381
C 1.767 0.745 0.886 -0.07 -0.45 -0.19 -0.436
C -3.402 0.287 2.310 0.11 -0.26 0.01 -0.853
C -1.370 -2.047 0.336 -0.02 0.08 0.17 1.202
C 2.990 1.404 -1.142 0.71 0.60 0.25 -1.245
H -3.231 -2.711 -0.547 -0.03 -0.05 -0.04 0.296
H -3.329 -1.826 2.422 0.64 0.02 0.93 0.315
H -3.437 1.042 1.531 1.10 0.47 0.41 0.335
N 2.581 0.351 -0.214 -0.17 0.14 -0.10 0.237
O 2.062 1.583 1.692 -0.15 0.30 -0.18 -0.548
H -3.788 0.558 3.286 -1.24 -0.46 -0.37 0.265
C 1.811 1.989 -1.905 -0.28 -0.24 -0.33 0.988
C -1.594 -1.027 1.295 -0.67 -0.18 -0.91 0.935
H 3.737 1.041 -1.846 -0.07 -0.30 0.07 0.431
C -0.612 -0.072 1.557 0.21 -0.02 -0.12 -0.800
H 2.069 0.782 -3.323 -0.07 -0.01 -0.10 0.279
H 1.611 4.058 -1.493 0.05 -0.02 0.07 0.315
C 1.047 3.137 -1.311 0.26 0.18 -0.08 -1.177
O 2.722 -1.585 -1.497 -0.15 0.25 -0.28 -0.561
C 0.772 -1.106 -0.123 0.10 -0.08 0.12 0.428
C -2.851 -0.919 2.059 -0.09 0.44 -0.13 -0.689
H 0.098 3.239 -1.829 -0.09 -0.06 0.13 0.369
H -0.750 0.692 2.308 -0.08 -0.06 0.07 0.573
C -0.175 -2.081 -0.369 0.08 -0.09 -0.09 -0.694
H 0.007 -2.836 -1.123 -0.01 -0.05 0.04 0.474
C -2.428 -3.089 0.083 0.36 -0.05 0.45 -1.616
```
Positions in Å, forces in eV/Å.

HOMO level, eV: -8.982
Structure (SMILES): [H]/N=C(/C)CN1C(=O)c2cc(C)c(C=C)cc2C1=O
Calculated total energy, eV: -21819.2827
Largest force on an atom, eV Å⁻¹: 1.375

---

Record 6
# CH9O3S

4 unconnected molecules or ions with the total composition CH9O3S at a distorted geometry (ωB97M-V/def2-TZVPD, OMol25).

The geometry in XYZ format:
```
14
Properties=species:S:1:pos:R:3:forces:R:3:mulliken_charge:R:1
H 0.899 1.344 -0.450 -0.32 1.33 1.10 0.351
H -0.511 2.955 2.524 -0.23 0.88 0.15 0.303
C -0.493 -2.839 -0.490 2.49 2.16 2.09 -0.712
O 2.183 -0.875 -0.233 -2.44 1.07 -0.82 -0.599
H -0.347 -3.352 -1.403 -0.34 -0.70 -0.85 0.357
H 0.544 -2.835 0.032 -1.47 0.06 -1.00 0.182
H -0.440 3.278 1.095 -0.57 1.57 1.71 0.380
H -0.461 1.036 -0.042 0.20 1.41 0.81 0.302
H 2.455 -1.799 -0.244 -0.44 0.11 -0.28 0.271
S -0.803 -1.037 -0.834 -0.47 -1.69 0.09 -0.157
H 1.189 -0.740 -0.619 3.43 -1.21 0.99 0.308
H -1.113 -3.241 0.291 -0.86 -0.26 -0.42 0.309
O 0.205 1.750 0.146 0.21 -2.39 -1.81 -0.645
O -0.689 3.748 1.975 0.82 -2.34 -1.77 -0.651
```
Positions in Å, forces in eV/Å.

HOMO level (spin up / spin down), eV: -10.541 / -10.319
Calculated total energy, eV: -18158.3613
Largest force on an atom, eV Å⁻¹: 3.899
Spin multiplicity: 2